ORCA calculation (ωB97M-V/def2-TZVPD) on a structure of composition C45H47BMnN6O3PSSi.

Properties
* charge: +1
* HOMO (spin up / spin down): -9.1 / -10.7 eV
* ΔE to the lowest compared entry with this formula, charge and spin: 82.4 kcal per mole
* calculated total energy: -4501.97204 Eh
* 2S+1: 4

Element x y z (Å)
Mn (0.87632, 0.21045, 0.15874)
C (-0.49461, 0.44397, 3.67321)
C (0.82603, -0.14607, 3.34312)
C (1.70875, -0.73296, 4.24401)
C (2.80170, -1.14101, 3.49747)
C (4.00782, -1.86197, 3.97244)
N (2.56608, -0.80273, 2.21968)
N (1.34572, -0.22617, 2.10426)
B (3.51280, -0.98988, 1.01185)
N (2.88026, -2.01250, 0.06732)
N (1.62233, -1.84152, -0.41898)
C (1.35939, -2.91109, -1.18033)
C (0.10045, -3.23313, -1.90264)
C (2.46362, -3.76517, -1.18437)
C (3.41022, -3.16748, -0.37876)
C (4.74803, -3.69763, -0.01098)
N (3.65741, 0.35521, 0.27234)
N (2.64075, 1.23944, 0.11397)
C (3.15651, 2.37003, -0.39133)
C (2.40674, 3.62452, -0.63524)
C (4.52329, 2.18286, -0.60057)
C (4.80420, 0.89539, -0.17826)
C (6.09534, 0.16822, -0.23137)
H (-0.58300, 0.53442, 4.75578)
H (-0.59040, 1.43173, 3.22651)
H (-1.34199, -0.60177, 2.06291)
H (1.57084, -0.84644, 5.29809)
H (3.89655, -2.09131, 5.02808)
H (4.13427, -2.79259, 3.42336)
H (4.90648, -1.26368, 3.83842)
H (4.56979, -1.34080, 1.38372)
H (-0.72118, -2.57173, -1.65863)
H (0.26386, -3.19631, -2.97971)
H (-0.19369, -4.25088, -1.64912)
H (2.54920, -4.69414, -1.70872)
H (4.90398, -4.64329, -0.52282)
H (5.54714, -3.01828, -0.29628)
H (4.81980, -3.86561, 1.06284)
H (1.76344, 3.85943, 0.20831)
H (3.11001, 4.43888, -0.77873)
H (1.78286, 3.54958, -1.52182)
H (5.20848, 2.89508, -1.01081)
H (6.85706, 0.80637, -0.66910)
H (6.41751, -0.13431, 0.76249)
H (5.99660, -0.72923, -0.83976)
O (0.38198, 0.81265, -1.88981)
S (-0.49365, 2.27761, -2.40124)
O (0.48430, 3.06002, -3.09049)
O (-0.64713, 2.84876, -0.95163)
C (0.16895, -0.04569, -2.94140)
C (1.23547, -0.49049, -3.70918)
C (0.99822, -1.32475, -4.78651)
C (-0.29998, -1.70729, -5.08699)
C (-1.36534, -1.25019, -4.32868)
C (-1.15057, -0.40352, -3.24609)
P (-2.47937, 0.41127, -2.22059)
C (-3.60438, 0.74279, -3.62742)
C (-4.38417, -0.20707, -4.27928)
C (-5.09027, 0.13966, -5.41715)
C (-5.04664, 1.43580, -5.90175)
C (-4.30259, 2.39709, -5.23632)
C (-3.57632, 2.05161, -4.11027)
C (-3.17918, -0.96662, -1.23152)
C (-2.31601, -1.48870, -0.26865)
C (-2.76113, -2.40473, 0.66455)
C (-4.10330, -2.74751, 0.70411)
C (-4.98736, -2.17076, -0.19278)
C (-4.53006, -1.29055, -1.15799)
H (2.23125, -0.16421, -3.45071)
H (1.82276, -1.66883, -5.39220)
H (-0.48674, -2.36612, -5.92077)
H (-2.36670, -1.55681, -4.58695)
H (-4.43599, -1.21757, -3.90350)
H (-5.67746, -0.60741, -5.92781)
H (-5.60172, 1.69914, -6.78839)
H (-4.28668, 3.41479, -5.59767)
H (-2.96974, 2.79622, -3.60372)
H (-1.26778, -1.14299, -0.23985)
H (-2.07133, -2.83991, 1.37262)
H (-4.46459, -3.42782, 1.46059)
H (-6.04079, -2.40136, -0.14204)
H (-5.22790, -0.84306, -1.84645)
C (0.42514, 5.60200, 3.46476)
C (1.20397, 4.45715, 3.48882)
C (0.93089, 3.41780, 2.61935)
C (-0.13159, 3.49164, 1.71821)
C (-0.90844, 4.64859, 1.71101)
C (-0.62922, 5.69597, 2.57199)
Si (-0.54831, 2.04275, 0.53816)
C (-1.64960, -0.44969, 3.12807)
C (-1.69152, -1.74485, 3.84638)
C (-2.81461, -2.20274, 4.45892)
C (-4.01107, -1.47369, 4.41309)
C (-4.05269, -0.24444, 3.74223)
C (-2.94431, 0.26395, 3.14276)
H (0.64238, 6.41902, 4.13524)
H (2.02252, 4.37714, 4.18726)
H (1.55110, 2.53119, 2.63191)
H (-1.73780, 4.72613, 1.02346)
H (-1.23908, 6.58733, 2.54734)
H (-2.03234, 1.79657, 0.70840)
H (-0.76450, -2.29361, 3.90774)
H (-2.78672, -3.13164, 5.00927)
H (-4.88964, -1.84880, 4.91215)
H (-4.97444, 0.31530, 3.72427)
H (-2.96493, 1.22758, 2.66261)

ORCA calculation (ωB97M-V/def2-TZVPD) on a structure of composition C40H56N7OPTi.

Properties
* charge: +2
* HOMO (spin up / spin down): -11.0 / -13.6 eV
* ΔE to the lowest compared entry with this formula, charge and spin: 25.3 kcal per mole
* calculated total energy: -3206.92322 Eh
* 2S+1: 3

Element x y z (Å)
Ti (-1.26189, -0.20757, -0.10144)
C (-4.09728, -0.68396, -1.26131)
N (-3.44206, -0.89223, 0.04091)
C (-4.12248, -0.23026, 1.17685)
C (-3.09576, 0.18247, 2.20144)
C (-3.33485, 0.25183, 3.55806)
C (-2.31905, 0.66651, 4.40865)
C (-1.09982, 1.03077, 3.86068)
C (-0.93974, 0.95228, 2.49284)
N (-1.90886, 0.51894, 1.66743)
C (-3.30456, -2.35447, 0.27505)
C (-2.19974, -2.64304, 1.24890)
C (-2.30569, -3.61563, 2.22122)
C (-1.24555, -3.83278, 3.08705)
C (-0.12196, -3.03813, 2.95583)
C (-0.08771, -2.08374, 1.95861)
N (-1.09171, -1.88800, 1.08134)
C (-3.07263, -0.90353, -2.35079)
C (-3.43977, -1.09913, -3.66619)
C (-2.46176, -1.31804, -4.62297)
C (-1.14076, -1.35971, -4.21158)
C (-0.84551, -1.15157, -2.88263)
N (-1.78367, -0.89946, -1.94723)
H (-4.49032, 0.32854, -1.31509)
H (-4.94437, -1.36094, -1.40123)
H (-4.88684, -0.87146, 1.61961)
H (-4.61955, 0.66832, 0.81254)
H (-4.30810, -0.02162, 3.95038)
H (-2.48246, 0.71790, 5.47823)
H (-0.28476, 1.38401, 4.48071)
H (-0.02633, 1.26537, 2.01177)
H (-3.05144, -2.82221, -0.67468)
H (-4.24637, -2.78779, 0.61599)
H (-3.21424, -4.19910, 2.30341)
H (-1.30725, -4.58954, 3.85893)
H (0.72217, -3.15008, 3.62437)
H (0.76953, -1.44449, 1.84952)
H (-4.48964, -1.08289, -3.93564)
H (-2.72805, -1.46652, -5.66249)
H (-0.33984, -1.53953, -4.91726)
H (0.17809, -1.16071, -2.54334)
C (-3.08110, 4.11079, 3.00956)
C (-2.23086, 4.75123, 1.91122)
C (-3.00008, 5.88786, 1.22623)
C (-1.75048, 3.75682, 0.87263)
C (-0.38886, 3.65314, 0.54587)
C (0.03924, 2.92045, -0.54382)
C (-0.87755, 2.24717, -1.36718)
C (-0.49995, 1.88766, -2.77996)
C (-2.21143, 2.23960, -0.96146)
C (-2.63774, 3.00920, 0.12836)
H (-3.45452, 4.88117, 3.68710)
H (-2.49899, 3.39832, 3.59449)
H (-3.94743, 3.58806, 2.59061)
H (-1.34626, 5.18754, 2.38083)
H (-3.93373, 5.52142, 0.78818)
H (-2.40527, 6.34290, 0.43180)
H (-3.24926, 6.66448, 1.95197)
H (0.33518, 4.22663, 1.11834)
H (1.08642, 2.94945, -0.82746)
H (-0.15842, 2.79068, -3.28996)
H (-1.35342, 1.50471, -3.33753)
H (0.30822, 1.16084, -2.82564)
H (-2.95554, 1.85509, -1.64734)
H (-3.70171, 3.07858, 0.34073)
O (0.77974, -0.09059, -0.32388)
P (2.15999, -0.71340, -0.49035)
N (2.71072, -0.49288, -2.02522)
C (3.51004, -1.50506, -2.76998)
C (4.68712, -0.71855, -3.33295)
C (4.05465, 0.63971, -3.64124)
C (3.12522, 0.87823, -2.45043)
N (3.18949, -0.00662, 0.55294)
C (4.65525, -0.04533, 0.48473)
C (5.05013, 1.36362, 0.91610)
C (3.99437, 1.73060, 1.98240)
C (2.81735, 0.74957, 1.76063)
N (2.10308, -2.32768, -0.20840)
C (1.24536, -3.23430, -1.00697)
C (1.69543, -4.62855, -0.58107)
C (3.19242, -4.43891, -0.32588)
C (3.24876, -3.08430, 0.37197)
H (2.90960, -1.90834, -3.59044)
H (3.80861, -2.33430, -2.13104)
H (5.12025, -1.19925, -4.20876)
H (5.47248, -0.61064, -2.58089)
H (3.47116, 0.57158, -4.56184)
H (4.78278, 1.43982, -3.75472)
H (2.26536, 1.48231, -2.72169)
H (3.64843, 1.38633, -1.63701)
H (5.00407, -0.31423, -0.51344)
H (5.04696, -0.77614, 1.19941)
H (4.98514, 2.04549, 0.06851)
H (6.06727, 1.39862, 1.30250)
H (3.67007, 2.76357, 1.87304)
H (4.39460, 1.61569, 2.98817)
H (1.87840, 1.26781, 1.59183)
H (2.70946, 0.08298, 2.62106)
H (1.41271, -3.10126, -2.08158)
H (0.19482, -3.05341, -0.79797)
H (1.48369, -5.37023, -1.34903)
H (1.19121, -4.92564, 0.34174)
H (3.73101, -4.40857, -1.27479)
H (3.62675, -5.22712, 0.28661)
H (4.19972, -2.57677, 0.22602)
H (3.09247, -3.20649, 1.44789)

Largest force on an atom in hartree/bohr, matching the order above: 0.0481; 0.0398